Entry 1:
33
Properties=species:S:1:pos:R:3:forces:R:3 method="wB97M-V/def2-TZVPD" s2=0.7556 lumo_ev="-3.49 / -10.62" multiplicity=2 e_above_lowest_kj_mol=179.5 gap_ha="0.3853 / 0.1231" e_tot_ev=-22868.5905 charge=+1
O 12.543493 9.093819 8.791262 0.3 -0.2 0.2
H 12.778538 10.008549 8.635564 0.2 0.2 0.1
H 11.985392 8.859860 8.049621 -0.2 0.0 0.0
O 12.237874 6.936596 2.825206 -0.1 -0.5 0.1
H 11.994907 7.801505 3.155558 0.2 0.5 0.3
H 11.516280 6.689125 2.247021 -0.1 -0.1 -0.3
O 10.124815 9.691499 7.554301 0.3 -0.3 0.0
H 9.665887 9.679703 6.714373 -0.1 0.0 -0.2
H 10.527232 10.559004 7.595732 0.2 0.3 0.4
O 11.241635 4.058964 6.750107 -0.6 0.0 -0.1
H 11.774464 3.468801 6.217158 0.2 -0.5 -0.2
H 11.744889 4.872509 6.783401 0.3 0.6 0.0
O 8.333140 9.725464 5.694243 -0.1 0.0 -0.3
H 7.619720 9.674950 5.058073 -0.3 -0.1 -0.2
H 8.666428 10.618856 5.610636 -0.2 0.6 -0.2
O 13.350870 6.544375 6.243164 -0.7 -0.1 0.0
H 13.414337 6.267948 7.157387 0.3 0.2 0.5
H 13.976413 5.987229 5.780006 0.3 0.0 -0.3
O 11.884697 9.487968 4.077465 -0.2 -0.2 0.1
H 12.104122 10.092021 4.786828 0.3 0.1 0.2
H 11.131489 9.889773 3.644470 -0.2 0.2 -0.2
O 7.916097 5.938501 5.974983 -0.3 -1.0 -0.5
H 8.586125 6.491817 5.573575 1.2 0.6 -0.4
H 7.459323 6.518457 6.584275 -0.4 0.5 1.1
O 10.380270 7.252478 5.764062 -0.9 -0.5 -0.3
H 11.319950 7.343049 5.605845 0.8 -0.2 -0.3
H 10.171532 7.955809 6.378860 0.0 0.2 0.5
O 9.809004 3.878816 3.965846 0.2 -0.4 0.1
H 9.150504 4.317481 3.427146 -0.6 0.1 -0.4
H 10.175339 4.574885 4.511283 0.5 0.4 0.6
O 7.686084 8.320596 8.282193 -0.2 -0.8 -0.3
H 6.830170 8.546536 7.918063 -0.4 0.2 0.1
H 8.302720 8.881409 7.811566 0.2 0.4 0.3

Entry 2:
36
Properties=species:S:1:pos:R:3:forces:R:3 method="wB97M-V/def2-TZVPD" lumo_ev=-4.83 e_above_lowest_kj_mol=28.2 gap_ha=0.3106 e_tot_ev=-52657.4702 charge=+1
O -24.579064 -6.908746 -10.864794 1.8 -2.0 -1.2
V -23.597684 -8.057931 -11.442038 -0.7 2.6 -2.7
O -23.558497 -7.924341 -13.063951 -0.4 -0.2 3.4
O -21.325435 -6.089007 -14.919838 -0.2 0.0 0.4
H -22.239555 -6.376339 -14.778106 0.1 0.1 -0.2
H -21.411869 -5.200755 -15.284134 0.0 -0.1 0.0
O -23.224564 -8.752161 -16.124898 -0.3 -0.3 0.3
H -23.690663 -8.530028 -16.938463 0.1 0.0 0.0
H -23.584222 -8.141013 -15.464994 0.0 0.2 -0.2
O -25.802714 -5.880780 -8.308707 0.3 -0.1 0.0
H -25.269830 -5.345919 -7.709269 -0.1 0.0 -0.1
H -25.229985 -6.065450 -9.066015 -0.2 0.0 0.1
O -24.909487 -9.793602 -11.315575 0.3 -0.3 0.3
H -25.879329 -9.821209 -11.376376 0.2 0.5 -0.1
H -24.602763 -10.698301 -11.475870 0.0 0.3 -0.2
O -24.711596 -6.236216 -15.350821 -0.3 0.2 0.4
H -25.072183 -5.655403 -14.635346 0.4 -0.3 -0.4
H -25.483206 -6.689014 -15.710465 0.0 0.1 0.0
O -21.631473 -6.722901 -11.255818 -0.4 -0.4 0.6
H -21.326107 -6.492361 -10.368489 -0.1 0.0 -0.1
H -21.021858 -6.283267 -11.869129 -0.4 -0.2 -0.3
O -23.383103 -8.852378 -9.223230 0.3 -0.7 -0.3
H -23.670008 -9.767778 -9.351820 -0.2 0.2 0.3
H -23.023746 -8.830618 -8.325093 0.0 0.3 -0.2
O -21.935439 -9.590418 -11.740463 -0.1 -0.7 0.6
H -21.470626 -9.868874 -12.545126 -0.3 0.4 -0.1
H -21.678052 -10.228319 -11.058870 0.2 0.2 -0.1
O -25.671132 -4.983279 -13.014406 -0.1 -0.3 -0.1
H -25.262516 -4.737880 -12.178783 0.0 0.0 -0.1
H -26.070795 -5.859347 -12.847273 -0.1 0.3 0.2
O -26.940161 -7.511321 -12.551724 0.1 -0.7 0.0
H -27.883434 -7.693802 -12.463808 0.0 0.3 0.0
H -26.606688 -8.209572 -13.155359 -0.2 0.4 0.1
O -26.136043 -9.553554 -14.192773 0.1 -0.7 0.0
H -25.251333 -9.919603 -14.339919 -0.1 0.3 -0.2
H -26.741501 -10.224060 -14.537748 0.0 0.2 0.0

Entry 3:
34
Properties=species:S:1:pos:R:3:forces:R:3 method="wB97M-V/def2-TZVPD" lumo_ev=-3.47 e_above_lowest_kj_mol=899.1 gap_ha=0.3641 e_tot_ev=-22883.1355 charge=+1
O -0.460147 0.297353 0.245706 -4.2 4.9 -0.1
H 0.255853 0.573353 0.826706 1.7 1.0 0.4
H -0.920147 1.085353 -0.305294 1.0 -1.4 1.9
H -0.420147 -0.364647 -0.389294 0.7 -2.6 -1.8
O 0.806853 -1.682647 0.254706 0.5 -0.6 1.1
H 1.419853 -1.922647 0.985706 -0.4 -0.2 -1.1
H 0.758853 -2.371647 -0.405294 0.4 -0.7 0.2
O -1.255147 -2.121647 2.156706 -5.4 -0.5 1.9
H -2.120147 -2.021647 1.624706 1.7 -0.3 1.7
H -0.670147 -1.920647 1.515706 3.6 0.8 -3.6
O 1.912853 0.233353 -1.115294 -0.3 2.7 3.5
H 2.147853 1.075353 -1.489294 0.1 0.8 -0.2
H 1.977853 -0.331647 -1.800294 0.5 -3.1 -3.5
O -0.644147 1.031353 -3.031294 0.4 0.6 -0.3
H -1.095147 1.402353 -2.258294 0.4 0.0 -1.1
H -0.945147 0.098353 -3.073294 -0.3 4.1 -0.9
O -1.825147 -0.719647 -1.658294 2.6 9.9 2.8
H -1.228147 -0.989647 -2.360294 -0.4 0.3 1.6
H -2.229147 -1.427647 -1.577294 -7.1 -10.3 2.2
O 1.077853 1.930353 1.725706 -3.3 0.4 0.9
H 0.400853 2.041353 2.463706 0.1 0.6 -1.9
H 1.610853 1.461353 2.377706 2.0 0.3 -1.0
O -0.500147 -1.134647 -3.231294 3.2 -7.6 -5.8
H 0.411853 -0.974647 -3.328294 1.9 0.8 -0.4
H -0.638147 -2.087647 -3.487294 0.1 1.0 -0.1
O -1.811147 2.224353 -1.254294 4.0 1.1 2.8
H -1.674147 3.172353 -1.381294 2.9 0.8 0.7
H -2.604147 2.470353 -1.529294 -7.6 -1.0 -2.0
O 2.773853 0.894353 3.054706 0.5 -1.8 0.8
H 2.010853 0.252353 3.146706 1.5 0.0 0.5
H 3.559853 0.426353 2.714706 -0.7 0.3 0.2
O 0.289853 -0.048647 3.417706 2.7 0.9 -1.6
H -0.256147 -0.627647 2.946706 -1.7 -1.7 -1.1
H -0.119147 0.077353 4.217706 -1.4 0.4 3.2

Entry 4:
35
Properties=species:S:1:pos:R:3:forces:R:3 method="wB97M-V/def2-TZVPD" lumo_ev=2.68 e_above_lowest_kj_mol=679.6 gap_ha=0.3283 e_tot_ev=-24940.9652 charge=-1
O -1.923632 0.571328 -0.203740 0.3 -1.0 0.2
H 1.186408 -2.166924 -3.207966 4.2 2.2 -0.1
H -0.648963 -0.472333 0.225191 0.5 -0.4 1.7
O 1.815131 -0.135580 -0.064930 0.9 -10.1 -6.0
H 1.796934 0.558317 0.380500 -0.6 9.8 6.3
H 1.299366 -0.835323 0.429575 0.1 0.9 -0.4
O -3.150060 1.865998 2.664935 -1.0 -1.8 -1.7
H -3.183024 1.225846 1.862063 0.4 1.8 1.9
O -0.191605 -1.069934 0.932985 5.2 5.6 -3.4
H -1.068760 2.399479 -0.915455 0.8 2.9 3.0
H -0.824181 -1.589574 1.159364 -6.5 -5.5 2.4
O 2.169808 -1.637322 -3.240645 -5.1 -0.4 0.4
H 3.414515 -0.988707 0.328950 1.0 -2.9 0.2
H 1.134726 4.677469 0.700105 0.5 -5.8 1.2
O -3.054623 -1.335304 1.085014 -1.8 -0.5 -0.9
H -1.142480 0.394617 -3.079946 -0.7 1.4 -0.7
H 1.893381 0.585872 -1.906454 -0.6 -3.0 3.0
O -0.925241 3.168475 -0.132329 -1.1 -2.3 -4.5
H -1.380108 2.684098 0.542198 0.0 -0.3 1.0
H -2.664475 -0.487278 1.306734 0.5 0.2 -0.4
O -0.896306 -4.420961 2.556977 0.2 0.3 -0.2
H -1.258387 -3.581187 2.895339 0.4 -0.4 -0.5
H -0.325970 -4.222717 1.786785 -0.6 0.2 0.7
O 3.775702 -1.984305 0.368829 -1.7 2.6 -1.0
H 3.185179 -2.321436 -0.348031 0.8 0.1 0.7
H 1.562906 3.215639 0.049434 -0.4 -0.1 0.2
O -0.888691 -0.222023 -2.434115 2.1 -2.6 -1.2
H -2.308815 1.418776 -0.144742 -0.8 1.1 -0.2
H 3.011331 1.834093 -1.866438 -2.3 -2.3 -0.6
O 2.201215 1.351959 -2.265894 2.9 5.8 -2.3
H -1.202158 -0.021838 -1.561836 -1.3 1.2 1.2
H -3.555586 -1.075765 0.252493 1.3 -0.5 1.4
O 1.267187 3.490316 0.934819 0.8 6.0 -0.9
H -2.320945 2.325467 2.609161 0.7 0.1 -0.2
H 1.808026 -0.697777 -3.112276 0.9 -1.9 -0.5

Entry 5:
37
Properties=species:S:1:pos:R:3:forces:R:3 method="wB97M-V/def2-TZVPD" lumo_ev=0.02 e_above_lowest_kj_mol=35.8 gap_ha=0.3827 e_tot_ev=-25039.7926
He -0.352021 0.373645 -0.001150 -0.1 -0.2 0.1
O 0.803345 2.322230 1.625034 -0.8 0.5 -0.2
H 1.446983 1.716339 1.992264 0.6 -0.8 0.4
H 0.919072 3.128767 2.127361 0.0 0.3 0.0
O 3.192213 0.845590 -2.729841 0.1 -0.4 -0.2
H 2.747133 1.332296 -2.036125 -0.7 0.4 0.3
H 4.070696 0.685519 -2.385050 0.3 0.0 0.0
O 2.508194 -1.441598 0.807391 0.5 0.3 0.4
H 2.202078 -1.985739 0.081824 -0.5 -0.6 -0.5
H 3.322171 -1.051912 0.488318 0.3 0.1 -0.1
O 1.473984 -2.786011 -1.330707 -0.2 0.1 0.0
H 1.508253 -3.658270 -1.723417 0.0 -0.4 0.1
H 1.747790 -2.195808 -2.032794 0.2 0.4 -0.3
O -1.945760 1.579580 -1.961491 0.5 -0.4 -0.6
H -2.170765 2.210073 -2.645646 0.1 0.2 -0.3
H -2.641614 1.672913 -1.310865 -0.6 0.0 0.7
O -0.193299 -2.002847 1.994436 0.2 0.1 0.5
H 0.634251 -1.589607 1.748209 0.2 0.1 0.0
H -0.602300 -2.236230 1.161081 -0.5 -0.3 -0.3
O -1.895119 2.029084 3.204213 -0.4 0.1 0.0
H -1.500515 2.042990 4.076181 0.0 -0.1 0.2
H -1.151638 1.958982 2.605415 0.5 -0.1 -0.4
O 0.787219 2.189828 -1.212344 0.7 0.1 -0.6
H 0.665704 2.329002 -0.273148 0.1 0.1 0.6
H -0.036185 1.799685 -1.505648 -0.4 0.0 -0.2
O 2.593853 0.463093 2.653510 0.2 0.7 0.4
H 2.501125 0.062942 3.518093 0.0 0.0 0.3
H 2.510202 -0.267471 2.040717 -0.3 -0.5 -0.4
O -4.178713 1.391378 -0.271057 0.1 0.2 -0.2
H -4.513539 0.567551 -0.625233 -0.2 -0.3 -0.1
H -4.092914 1.231298 0.668746 0.1 0.0 0.4
O -2.018117 -2.981605 -0.011047 0.0 -0.1 0.4
H -1.789805 -2.493531 -0.802176 -0.1 0.4 -0.7
H -2.238099 -3.858613 -0.325231 0.0 -0.2 0.0
O -1.701606 -1.416021 -2.535224 -0.1 -0.7 0.1
H -0.759412 -1.484685 -2.689441 0.3 0.0 -0.1
H -1.852846 -0.482836 -2.385156 -0.1 0.8 0.1

Entry 6:
35
Properties=species:S:1:pos:R:3:forces:R:3 method="wB97M-V/def2-TZVPD" lumo_ev=-3.26 e_above_lowest_kj_mol=214.5 gap_ha=0.3547 e_tot_ev=-22348.5733 charge=+1
N 0.929740 -0.235349 -0.003439 0.7 1.2 -0.9
H 1.663170 0.107441 -0.607319 1.2 0.3 -0.2
H 0.211620 0.446341 -0.202689 -1.2 -0.3 -0.1
H 1.213180 -0.092999 0.955471 0.2 -0.5 0.6
H 0.790080 -1.175879 -0.344019 -0.8 -0.7 0.4
O -4.496390 1.047651 -1.869179 -0.2 0.1 -0.1
H -3.695870 1.464391 -1.550249 0.2 0.2 0.1
H -4.279200 0.116711 -1.918159 0.0 -0.3 0.0
O 0.669120 -3.966289 -1.079579 0.0 0.6 0.1
H 0.889780 -4.432249 -0.273089 0.0 -0.2 0.2
H 0.962900 -4.547849 -1.780799 0.1 -0.2 -0.3
O 1.291630 -1.828119 -4.096129 0.3 0.2 0.2
H 0.830410 -2.276929 -3.387549 -0.2 -0.2 0.1
H 0.629020 -1.709909 -4.776739 -0.2 0.0 -0.3
O -3.279930 -2.703889 -1.411429 0.2 0.2 -0.2
H -2.944540 -2.951819 -0.549879 0.1 0.0 0.4
H -4.142500 -3.115899 -1.460839 -0.3 -0.1 -0.1
O 2.979990 1.327271 2.745561 -0.5 -0.1 -0.3
H 3.535590 1.237511 3.519831 0.1 -0.1 0.3
H 3.563810 1.672041 2.069901 0.3 0.1 -0.2
O -1.875300 3.134941 -0.578919 0.1 -0.5 -0.1
H -2.441750 3.893711 -0.719049 -0.2 0.2 -0.1
H -1.243320 3.425441 0.078701 0.3 0.2 0.2
O 4.012340 1.049361 -1.693579 -0.4 -0.1 0.4
H 4.942510 0.823981 -1.678619 0.3 -0.2 0.0
H 3.963660 1.831211 -2.243639 -0.1 0.2 -0.2
O -1.329090 0.742471 3.880441 0.1 -0.2 -0.3
H -1.909120 1.360641 4.325031 -0.2 0.2 0.1
H -0.552160 0.698961 4.437871 0.2 0.0 0.2
O -1.923600 -2.654979 1.923771 0.2 0.0 -0.4
H -2.005450 -2.087129 2.689981 -0.2 0.3 0.2
H -1.606280 -3.487139 2.274591 0.0 -0.3 0.1
O 1.185690 4.220441 0.984651 -0.2 -0.3 -0.2
H 1.747710 4.955321 0.739061 0.1 0.3 -0.1
H 1.712560 3.710571 1.600011 0.1 -0.1 0.3

Entry 7:
40
Properties=species:S:1:pos:R:3:forces:R:3 method="wB97M-V/def2-TZVPD" lumo_ev=2.34 e_above_lowest_kj_mol=9.1 gap_ha=0.3708 e_tot_ev=-32592.6527 charge=-1
N 4.126561 18.914697 -0.507822 0.2 -0.5 0.3
O 3.182372 19.560930 0.003692 0.8 -0.4 -0.1
O 4.898290 18.195393 0.230429 -1.2 1.3 -1.3
O 4.307236 18.972600 -1.754852 0.1 -0.1 1.2
O 0.164469 19.677042 0.162354 0.3 0.3 0.0
H 1.093629 19.933433 0.004256 -0.5 -0.3 0.1
H -0.182082 20.362499 0.746949 0.2 -0.1 -0.1
O 8.179730 17.674860 0.688529 -0.6 0.2 -0.2
H 7.623994 16.902091 0.879648 0.1 0.3 0.0
H 7.674448 18.170140 0.006034 0.5 -0.5 0.3
O 1.028887 16.853740 1.485959 0.1 0.1 -0.2
H 1.654217 17.554657 1.240550 -0.2 -0.1 0.3
H 0.188618 17.324601 1.539608 0.2 0.0 -0.1
O 4.641937 21.560139 -3.938966 -0.4 0.0 0.2
H 4.420370 22.399389 -4.359781 0.0 -0.2 0.1
H 3.788526 21.212531 -3.602672 0.4 0.4 -0.3
O 2.347607 19.556690 2.960196 0.2 0.2 -0.1
H 2.866807 20.092981 2.335399 -0.4 -0.2 0.1
H 1.873723 20.202527 3.496747 0.1 -0.1 -0.1
O 2.875030 22.185442 1.521265 0.4 0.2 -0.2
H 3.127111 21.978119 0.607123 0.0 -0.1 0.4
H 3.712318 22.388597 1.966000 -0.2 -0.1 -0.2
O 4.807929 15.300155 -0.893579 -0.1 0.3 0.0
H 5.065664 16.208738 -0.652882 -0.2 -0.3 0.0
H 3.860926 15.265168 -0.701631 0.3 0.0 0.0
O 4.371243 18.424825 -4.764453 0.0 0.0 0.3
H 5.025434 17.787065 -4.449035 -0.2 0.1 0.0
H 4.161232 18.951182 -3.975354 0.2 -0.3 -0.3
O 4.859427 16.559151 2.725387 0.1 0.3 0.0
H 4.575908 17.265573 2.118858 0.1 -0.4 0.2
H 5.324493 17.038408 3.425548 -0.1 0.0 -0.2
O 6.266643 19.462032 2.788348 0.4 0.0 -0.5
H 5.713888 19.279149 2.009716 0.1 -0.1 0.2
H 7.162720 19.248029 2.463279 -0.5 0.0 0.1
O 7.240127 18.870549 -1.845760 -0.6 0.4 0.1
H 7.445111 19.357382 -2.653327 0.0 -0.1 0.2
H 6.295334 19.080515 -1.668515 0.5 -0.4 -0.4
O 2.036956 20.902488 -2.559068 0.5 -0.3 -0.1
H 2.401418 20.007374 -2.398560 -0.2 0.5 0.2
H 2.496748 21.451028 -1.910004 -0.1 -0.2 0.0